[1]
The following is a DFT calculation (the ωB97M-V functional and the def2-TZVPD basis) of a single C5H7NO molecule.

The calculation puts the relative energy (zero: lowest compared OMol25 entry of this formula, charge and spin) at 156.94 kJ/mol. The calculation puts the electronic energy at -8834.576 eV.

Element x y z (Å)
1 C -1.829 0.621 -0.795
2 C -0.612 0.253 -0.395
3 C 0.253 1.034 0.534
4 N 1.533 0.353 0.593
5 C 1.425 -0.963 0.229
6 O 2.258 -1.831 0.396
7 C 0.034 -1.118 -0.402
8 H -2.595 -0.126 -0.962
9 H -2.150 1.662 -0.751
10 H -0.629 0.644 1.190
11 H 0.343 2.123 0.557
12 H 2.341 0.663 1.120
13 H -0.508 -1.908 0.129
14 H 0.136 -1.407 -1.444

[2]
The following is a DFT calculation (the ωB97M-V functional and the def2-TZVPD basis) of a 3-piece molecular cluster, C5H7NO overall.

The calculation puts the relative energy (zero: lowest compared OMol25 entry of this formula, charge and spin) at 874.45 kJ/mol. The calculation puts the electronic energy at -8827.140 eV.

Element x y z (Å)
1 C -1.586 -0.898 -0.319
2 N -1.728 0.554 0.042
3 C -0.517 0.072 -0.237
4 C 0.624 0.266 0.705
5 C 1.759 -0.310 -0.160
6 C 0.886 0.721 -0.843
7 O 0.963 1.609 0.286
8 H -1.710 -1.622 0.490
9 H -1.995 -1.199 -1.281
10 H -1.358 0.579 1.561
11 H -0.592 0.431 1.976
12 H 1.680 -1.352 -0.471
13 H 2.751 0.041 0.107
14 H 0.824 1.109 -1.855

[3]
The following is a DFT calculation (the ωB97M-V functional and the def2-TZVPD basis) of C5H7NO as an isolated structure.

The calculation puts the relative energy (zero: lowest compared OMol25 entry of this formula, charge and spin) at 671.54 kJ/mol. The calculation puts the electronic energy at -8829.243 eV.

Element x y z (Å)
1 O -1.400 1.481 0.427
2 C -1.058 0.105 0.380
3 C -0.640 -0.415 -0.960
4 C 0.802 -0.555 -0.925
5 C 1.322 0.517 0.005
6 C 0.329 -0.089 0.973
7 N 0.765 -1.385 0.313
8 H -2.311 1.587 0.130
9 H -1.842 -0.498 0.858
10 H -1.300 -0.581 -1.808
11 H 1.339 -0.928 -1.794
12 H 1.630 1.560 -0.114
13 H 1.929 -0.806 0.461
14 H 0.435 0.005 2.053

Q: Which value of relative energy (zero: lowest compared OMol25 entry of this formula, charge and spin) does entry 1 give?
A: 156.94 kJ/mol